The following is a quantum chemistry calculation of a cluster of 4 separate species, C30H59BF6IN8O5 in total at a distorted geometry, from the OMol25 dataset.

The geometry in XYZ format:
```
110
Properties=species:S:1:pos:R:3
C 4.417 -6.010 -3.389
C 4.702 -4.647 -4.283
O 3.685 -4.444 -5.367
B 3.584 -2.944 -5.425
O 4.403 -2.226 -6.420
N 2.660 -2.284 -4.393
C 1.238 -2.776 -4.141
C 0.370 -3.981 -4.849
O -0.053 -3.799 -6.127
C -0.074 -5.397 -4.095
F -0.738 -6.304 -5.092
F 1.224 -6.089 -3.752
C -0.982 -5.104 -2.760
F -1.523 -3.712 -2.682
F -0.065 -5.321 -1.580
C -2.256 -6.114 -2.550
F -2.792 -5.831 -1.167
F -1.841 -7.537 -2.576
C -3.522 -5.846 -3.573
O -4.456 -4.952 -3.146
O -3.710 -6.550 -4.876
N 0.818 -1.824 -3.041
C 1.938 -0.867 -2.684
N 1.793 0.061 -1.682
C 0.567 0.259 -0.811
C 0.517 -0.916 0.378
C 0.975 -2.479 0.151
N 0.060 -0.588 1.657
N 3.091 -1.212 -3.602
I 4.906 -0.224 -3.531
H 3.594 -5.842 -2.548
H 4.172 -6.899 -4.111
H 5.442 -6.248 -2.832
H 5.738 -4.726 -4.825
H 4.689 -3.750 -3.528
H 5.364 -2.531 -6.282
H -3.258 -7.447 -4.730
H 2.630 0.693 -1.502
H 0.609 1.286 -0.204
H -0.451 0.303 -1.417
H 1.031 -3.123 1.127
H 0.253 -2.948 -0.668
H 2.045 -2.434 -0.377
H -0.175 0.441 1.701
C 9.715 -1.823 -0.058
C 9.349 -0.603 -0.898
N 8.390 0.301 -0.257
C 7.859 1.320 -1.172
C 8.839 2.346 -1.731
C 8.753 0.794 1.073
C 10.058 1.570 1.209
H 8.824 -2.397 0.216
H 10.376 -2.482 -0.631
H 10.248 -1.546 0.857
H 8.909 -0.981 -1.830
H 10.271 -0.081 -1.177
H 7.033 1.852 -0.683
H 7.392 0.802 -2.020
H 9.100 3.103 -0.989
H 8.376 2.877 -2.572
H 9.759 1.889 -2.105
H 8.792 -0.062 1.757
H 7.934 1.411 1.470
H 10.880 1.114 0.650
H 10.359 1.601 2.262
H 9.947 2.606 0.883
C -2.867 2.251 1.814
C -2.659 1.920 3.289
N -2.061 3.007 4.069
C -1.636 2.587 5.410
C -2.719 2.140 6.387
C -2.749 4.298 4.015
C -4.203 4.344 4.471
H -1.926 2.545 1.337
H -3.248 1.369 1.287
H -3.597 3.053 1.672
H -1.991 1.050 3.327
H -3.616 1.598 3.712
H -1.053 3.392 5.875
H -0.923 1.759 5.295
H -3.272 2.990 6.793
H -2.257 1.629 7.240
H -3.430 1.443 5.937
H -2.703 4.669 2.984
H -2.177 5.041 4.588
H -4.788 3.499 4.101
H -4.677 5.257 4.093
H -4.284 4.375 5.559
C -7.293 1.556 0.633
C -7.412 2.669 1.670
N -8.144 3.849 1.202
C -8.027 4.997 2.112
C -8.633 4.858 3.505
C -9.490 3.611 0.677
C -10.506 2.956 1.606
H -6.819 1.918 -0.285
H -6.676 0.743 1.031
H -8.267 1.126 0.378
H -6.389 2.968 1.931
H -7.857 2.252 2.580
H -8.451 5.886 1.630
H -6.960 5.227 2.230
H -9.721 4.946 3.482
H -8.266 5.667 4.147
H -8.367 3.915 3.987
H -9.402 2.993 -0.224
H -9.909 4.557 0.307
H -10.084 2.124 2.173
H -11.338 2.557 1.015
H -10.934 3.676 2.306
```

## Properties
Multiplicity: 1
Frontier orbital gap (eV): 3.759
LUMO level (eV): -5.4
Energy (Eh): -2913.75527
Total charge: +1

The following is a quantum chemistry calculation of a cluster of 3 separate species, C30H59BrN8O8P4S2 in total at a distorted geometry, from the OMol25 dataset.

The geometry in XYZ format:
```
112
Properties=species:S:1:pos:R:3
C -2.409 -3.559 9.200
C -3.777 -3.040 8.459
O -4.664 -4.231 8.307
C -3.555 -2.429 6.947
O -3.593 -0.965 6.858
N -4.708 -0.500 6.281
C -5.977 -0.924 6.970
C -6.294 -0.175 8.432
C -7.614 -0.465 9.358
C -8.690 -1.593 8.849
C -8.393 -2.375 7.401
N -9.478 -3.390 6.999
C -7.059 -2.046 6.466
S -6.785 -2.932 4.796
C -5.602 -1.726 3.903
C -5.564 -1.882 2.256
P -6.648 -3.220 1.346
O -6.390 -4.808 2.076
O -5.880 -3.389 -0.247
C -4.603 -0.839 1.433
C -3.712 0.308 2.260
P -2.679 1.498 1.155
O -3.426 1.451 -0.456
O -2.934 3.162 1.712
S -0.785 1.018 1.029
C -3.765 0.400 3.922
C -2.894 1.552 4.745
C -1.270 1.373 4.621
C -0.542 1.086 6.099
Br -0.455 3.134 3.994
C -4.735 -0.653 4.785
H -1.785 -4.345 8.594
H -2.763 -4.113 10.196
H -1.740 -2.649 9.588
H -4.390 -2.278 9.131
H -4.290 -4.828 7.567
H -4.273 -2.999 6.221
H -2.450 -2.752 6.628
H -5.508 0.633 8.825
H -7.735 0.148 10.357
H -9.665 -1.810 9.498
H -10.371 -2.830 7.096
H -9.324 -3.697 6.013
H -5.455 -4.878 2.450
H -5.195 -4.108 -0.090
H -4.566 -0.920 0.259
H -4.393 1.683 -0.247
H -3.880 3.154 2.056
H -3.152 1.595 5.896
H -3.144 2.642 4.329
H -0.980 0.514 3.873
H 0.566 1.510 5.981
H -1.059 1.730 6.937
H -0.471 -0.056 6.347
O 3.518 1.280 0.260
P 4.394 0.807 -0.926
N 5.372 2.210 -0.925
C 4.803 3.552 -0.971
C 6.366 2.171 0.156
N 3.129 0.822 -2.070
C 2.656 2.015 -2.744
C 1.964 0.023 -1.667
N 5.400 0.263 -2.290
C 6.078 1.071 -3.284
C 5.318 -1.144 -2.637
H 5.587 4.316 -0.900
H 4.082 3.731 -0.169
H 4.327 3.750 -1.930
H 6.913 1.221 0.133
H 5.895 2.267 1.140
H 7.114 2.964 0.044
H 2.251 2.749 -2.041
H 1.868 1.776 -3.469
H 3.445 2.476 -3.338
H 1.323 0.569 -0.968
H 2.284 -0.907 -1.182
H 1.364 -0.267 -2.538
H 5.471 1.904 -3.638
H 6.350 0.490 -4.175
H 7.014 1.470 -2.880
H 4.609 -1.310 -3.454
H 4.986 -1.735 -1.777
H 6.298 -1.541 -2.932
O 5.525 0.106 -9.456
P 4.478 0.068 -8.316
N 3.138 0.131 -9.376
C 3.009 1.157 -10.404
C 2.882 -1.175 -9.998
N 4.925 1.570 -7.643
C 4.489 2.854 -8.158
C 6.353 1.663 -7.312
N 3.275 0.024 -7.005
C 1.947 0.605 -6.984
C 3.755 -0.384 -5.697
H 2.116 0.991 -11.018
H 3.876 1.196 -11.070
H 2.851 2.142 -9.967
H 2.834 -1.957 -9.231
H 3.673 -1.444 -10.707
H 1.919 -1.191 -10.521
H 4.834 3.023 -9.182
H 4.864 3.679 -7.538
H 3.404 2.951 -8.117
H 6.957 1.892 -8.195
H 6.712 0.718 -6.887
H 6.533 2.436 -6.556
H 1.914 1.601 -7.425
H 1.556 0.708 -5.963
H 1.241 -0.036 -7.520
H 3.994 0.483 -5.073
H 4.660 -0.993 -5.790
H 3.013 -1.002 -5.174
```

## Properties
Multiplicity: 1
Frontier orbital gap (eV): 6.320
LUMO level (eV): -1.2
Energy (Eh): -6953.35241

For the records above, the corresponding M values read 863.56; 927.78 g/mol.